{
  "formula": "C4H11N2O",
  "method": "ωB97M-V/def2-TZVPD",
  "symbols": ["C", "C", "C", "C", "N", "N", "O", "H", "H", "H", "H", "H", "H", "H", "H", "H", "H", "H"],
  "coordinates": [[-2.69084, -0.46412, -0.10863], [1.85886, 0.94494, 0.68960], [1.74975, -0.87801, -0.99488], [-1.37130, -0.09582, 0.46919], [1.19445, -0.18284, 0.10002], [-0.56977, 0.44525, -0.57474], [-0.43080, 1.77852, -0.55188], [-3.21294, 0.34294, -0.56650], [-2.29665, -1.04957, -0.97190], [-3.35927, -0.95283, 0.56999], [1.96028, 0.77940, 1.77165], [2.85862, 1.07793, 0.22946], [1.07131, 1.69313, 0.49030], [0.88833, -1.46884, -1.37876], [2.04359, -0.29574, -1.79651], [2.35083, -1.65459, -0.59524], [-1.40826, 0.62133, 1.49443], [-0.90876, -1.06216, 0.75334]],
  "mulliken_charge": [-1.26, -0.83, -1.05, -0.01, -0.29, -0.16, -0.69, 0.32, 0.31, 0.34, 0.16, 0.36, 0.30, 0.25, 0.40, 0.39, 0.24, 0.23],
  "total_charge": -1,
  "homo_energy_ev": [-2.3, -2.3],
  "fmax_ha_per_bohr": 0.0797,
  "orbital_gap_ev": [6.647, 6.647],
  "e_above_lowest_kcal_mol": 112.6,
  "e_tot_ha": -343.5917
}

{
  "formula": "C3H5NOS",
  "method": "ωB97M-V/def2-TZVPD",
  "symbols": ["C", "C", "C", "N", "O", "S", "H", "H", "H", "H", "H"],
  "coordinates": [[0.04983, 1.32260, 1.17205], [0.42527, 0.25786, 0.17774], [-0.47709, -0.52497, -0.49311], [-0.05430, -1.54858, -1.42271], [1.13620, -1.60800, -1.68527], [-1.14879, -2.55808, -1.98927], [-0.94497, 1.45871, 1.75842], [0.95554, 1.22273, 1.90892], [0.03967, 2.43175, 0.71606], [1.51223, 0.06677, 0.15006], [-1.49360, -0.52079, -0.29288]],
  "mulliken_charge": [-0.87, 0.05, -0.48, 0.47, -0.52, -0.15, 0.31, 0.23, 0.23, 0.33, 0.41],
  "total_charge": 0,
  "homo_energy_ev": -9.3,
  "smiles": "C/C=C/[N+]([O-])=S",
  "fmax_ha_per_bohr": 0.0698,
  "orbital_gap_ev": 8.079,
  "e_above_lowest_kcal_mol": 98.7,
  "e_tot_ha": -645.3543
}

{
  "formula": "C22H23N4OPdS3",
  "method": "ωB97M-V/def2-TZVPD",
  "symbols": ["Pd", "C", "S", "C", "S", "N", "N", "C", "C", "C", "C", "C", "C", "N", "H", "H", "H", "H", "H", "H", "H", "H", "N", "C", "C", "C", "C", "C", "C", "H", "H", "H", "H", "H", "C", "C", "C", "C", "C", "C", "C", "S", "C", "O", "H", "H", "H", "H", "H", "H", "H", "H", "H", "H"],
  "coordinates": [[-0.70891, -0.86925, 0.08246], [-2.38411, 3.42395, 2.65697], [-0.83773, 2.66095, 3.19979], [-0.78260, 1.24384, 2.18281], [-1.17632, 1.29645, 0.52189], [-0.39093, 0.11173, 2.77896], [-0.28809, -0.90248, 1.97282], [-0.02133, -2.17213, 2.50275], [-0.15596, -3.23789, 1.62444], [0.09839, -4.58324, 1.98304], [-0.07324, -5.57323, 1.05070], [-0.49855, -5.23863, -0.23851], [-0.73182, -3.90584, -0.54168], [-0.57545, -2.93380, 0.34223], [-2.48713, 4.32773, 3.25473], [-3.22230, 2.76128, 2.85873], [-2.34729, 3.69812, 1.60614], [0.24286, -2.24724, 3.54735], [0.42244, -4.80689, 2.99033], [0.11912, -6.60548, 1.31029], [-0.63966, -5.99271, -0.99845], [-1.04863, -3.60456, -1.53137], [-1.31780, -0.80006, -1.81585], [-2.14742, -0.54829, -2.78715], [-1.70276, -0.50945, -4.14689], [-2.60515, -0.24835, -5.14575], [-3.95111, -0.02000, -4.84769], [-4.40311, -0.05417, -3.52540], [-3.53315, -0.31364, -2.49805], [-0.65696, -0.68893, -4.35572], [-2.27180, -0.21803, -6.17436], [-4.64934, 0.18480, -5.64774], [-5.44813, 0.12428, -3.31075], [-3.85709, -0.34565, -1.46745], [1.85139, 4.97022, 1.32665], [2.14393, 3.51375, 1.11031], [1.98733, 2.93049, -0.14788], [2.21943, 1.57936, -0.34166], [2.61482, 0.79849, 0.73440], [2.76859, 1.35450, 1.99569], [2.54154, 2.71046, 2.17417], [2.86758, -0.95741, 0.53020], [4.39227, -0.86632, -0.42523], [1.82533, -1.45132, -0.43276], [1.87261, 5.52447, 0.38949], [2.57126, 5.42023, 2.00971], [0.85876, 5.08973, 1.76989], [1.67486, 3.54636, -0.98308], [2.07406, 1.12385, -1.31340], [3.05616, 0.72967, 2.83396], [2.65931, 3.14876, 3.15846], [4.21746, -0.27541, -1.32239], [4.66291, -1.88777, -0.68897], [5.17146, -0.41530, 0.18881]],
  "mulliken_charge": [0.61, -0.98, 0.04, 0.51, -0.30, -1.15, 1.03, -0.99, 1.04, -1.02, -0.14, -0.90, -0.03, -0.08, 0.40, 0.36, 0.31, 0.38, 0.40, 0.44, 0.39, 0.41, -0.35, 0.44, -0.33, -0.49, -0.40, -0.62, -0.18, 0.46, 0.39, 0.40, 0.39, 0.48, -1.35, 0.98, -0.87, -0.54, 0.54, -0.64, -0.63, 0.43, -1.08, -0.48, 0.39, 0.39, 0.20, 0.35, 0.45, 0.41, 0.40, 0.32, 0.42, 0.40],
  "total_charge": 1,
  "homo_energy_ev": [-9.5, -11.1],
  "spin_multiplicity": 5,
  "fmax_ha_per_bohr": 0.0114,
  "orbital_gap_ev": [6.765, 5.542],
  "e_above_lowest_kcal_mol": 2.6,
  "e_tot_ha": -2468.4858
}

{
  "formula": "C2H2N3O4S",
  "method": "ωB97M-V/def2-TZVPD",
  "symbols": ["O", "C", "N", "C", "N", "N", "S", "O", "O", "O", "H", "H"],
  "coordinates": [[1.59287, -0.75120, -1.34818], [0.50064, -0.66801, -0.86716], [-0.75621, -0.53408, -1.25251], [-1.56005, -0.42390, -0.12902], [-0.99878, -0.42543, 1.00351], [0.32986, -0.63199, 0.80774], [1.05689, 0.92922, 1.02080], [0.19548, 1.78926, 0.23079], [1.10321, 1.14875, 2.44107], [2.38341, 0.57960, 0.54102], [-1.25972, -0.66296, -2.09451], [-2.58760, -0.34928, -0.35355]],
  "mulliken_charge": [-0.53, 0.52, -0.08, -0.02, -0.61, -0.10, 1.17, -0.65, -0.68, -0.65, 0.20, 0.42],
  "total_charge": -1,
  "homo_energy_ev": -4.9,
  "smiles": "O=c1[nH]cnn1S(=O)(=O)[O-]",
  "fmax_ha_per_bohr": 0.0853,
  "orbital_gap_ev": 8.164,
  "e_above_lowest_kcal_mol": 31.8,
  "e_tot_ha": -940.8579
}

Q: Number 1 is which compound?
A: C4H11N2O

Q: What is the formula in the second record?
A: C3H5NOS